Computed, not measured: a cluster of 5 separate species, C40H63BBrF3O23P4 in total at a distorted geometry, with ωB97M-V with the def2-TZVPD basis set.

Calculated values
highest occupied orbital energy = -8.1 eV
total energy = -205582.050 eV
HOMO-LUMO gap = 0.1990 Ha
SMILES string = CB(O)c1cc(CCC(F)=C(F)F)cc2c1C(=O)c1c(O)c(CC(=O)Br)c(CCCCOC(C)=O)c(C)c1C2=O.COP(=O)(OC)OC.COP(=O)(OC)OC.COP(=O)(OC)OC.COP(=O)(OC)OC
lowest unoccupied orbital energy = -2.7 eV
net charge = 0

Geometry as XYZ:
```
135
Properties=species:S:1:pos:R:3:forces:R:3
Br -8.302112 0.186244 -3.224509 1.88 0.31 0.51
P -0.875592 1.088484 -8.785707 -5.09 -8.97 -1.23
P 7.058800 1.321795 2.064038 -5.91 -5.56 6.53
P -9.681406 1.958417 2.019169 3.72 -9.72 -0.63
P 7.512712 3.158213 7.683146 8.73 -4.14 -3.85
F 5.003031 -3.131190 -2.306269 1.70 -4.07 2.50
F 6.724230 -4.720221 -1.262514 -4.41 2.92 0.23
F 2.981691 -5.019028 -0.972694 3.36 2.55 1.97
O 6.949733 0.047073 0.899559 1.55 2.77 -0.75
O -8.406073 1.108124 2.029919 -0.28 2.00 0.34
O -9.804159 1.746997 3.731786 -0.72 2.97 -1.49
O -0.441014 0.847719 4.605473 -0.74 -2.88 -1.70
O 6.751846 1.604683 7.704423 -1.89 2.42 1.68
O 8.273577 4.711743 7.661870 -3.24 -0.37 0.88
O 8.452905 2.697483 8.961204 -1.48 0.99 0.08
O -9.558652 2.169836 0.306552 -1.66 2.64 1.42
O -1.267457 -0.221661 -8.093213 0.88 1.61 0.81
O 5.613232 1.030562 2.482488 0.73 1.02 -1.49
O -3.404552 -5.784101 -1.023800 -3.84 7.92 -1.13
O -5.753681 1.686365 -2.971730 -4.63 -7.80 1.54
O -10.967755 0.948134 1.786141 -0.07 1.74 0.43
O 1.815811 0.456138 -2.333209 -5.11 -3.43 5.30
O 8.258810 2.801918 6.392419 -1.70 1.03 0.31
O 0.604713 0.384887 -9.339306 0.28 3.42 0.36
O 8.058513 0.400362 3.002762 0.27 0.89 -1.55
O 7.167868 2.596517 3.228517 2.09 0.57 -2.73
O -2.355898 1.792082 -8.232109 2.95 1.71 -0.02
O -1.361910 1.548589 1.795270 3.29 -6.12 -3.94
O -1.456520 1.043474 -10.331723 0.73 1.41 0.87
O -4.142593 0.273180 0.746220 1.46 0.21 -2.96
O -3.723459 -3.892157 -2.482212 -1.57 -1.18 1.85
C 2.887300 -1.477331 0.243761 -2.26 0.98 2.39
C 6.253986 3.662434 3.033910 -0.37 0.47 0.13
C 1.039597 -0.750406 2.860713 2.25 -0.33 -3.50
C -5.569820 -0.684136 -1.947263 0.80 -1.06 0.33
C 8.172747 -0.384742 0.335475 0.39 -0.51 -0.40
C -4.896576 -3.911880 -0.002766 -0.21 -0.32 -0.40
C -0.289639 -0.925142 -4.340570 0.08 1.37 0.59
C 7.812334 2.138816 10.093634 0.03 -0.44 0.66
C 0.545400 -0.263265 1.375455 3.15 -1.57 -0.02
C 5.352848 -4.153447 -1.254364 -2.38 -0.18 0.72
C 0.976350 -0.069789 -1.437342 2.47 1.65 -2.31
C -12.026930 1.396045 0.960090 -0.63 -0.16 -0.46
C 9.274966 0.974327 3.445077 0.77 0.11 0.71
C 4.254072 -4.538886 -0.318939 1.96 -0.24 -1.95
C -3.980293 -4.570602 -1.201987 2.87 -5.73 0.41
C -0.652241 1.586415 -11.362832 0.20 0.05 -0.79
C 2.445330 -1.621876 3.022778 -0.86 0.82 -3.92
C -3.291115 -0.013318 -0.426033 2.32 -0.11 -2.91
C -3.026005 -2.779097 -5.162900 0.99 0.09 1.10
C -1.350520 -0.657170 -3.119427 -1.52 0.86 3.03
C -4.125946 -3.992889 -5.075651 1.17 -0.20 -0.63
C -3.932507 -0.498681 -1.886671 2.61 0.71 0.39
C 1.482426 -0.044005 -8.312221 0.44 -0.33 0.39
C 5.927975 1.328261 6.584575 -0.32 -0.31 -0.62
C -3.625606 -1.299849 -4.689110 -0.16 -0.05 0.64
C -6.364796 0.524633 -2.721288 4.63 5.42 -0.49
C -4.637737 -4.337358 -3.545935 -1.24 -1.02 -0.95
C -0.676480 -0.198385 -1.659093 -3.22 -0.37 0.00
C -2.724486 3.017277 -8.834984 -0.57 0.58 -0.16
C -11.041274 2.107778 4.314714 -0.51 -0.03 0.60
C -2.993601 -0.805493 -3.229521 1.92 0.82 2.77
C -0.839764 0.557601 1.068992 -2.50 3.37 1.54
C 1.505396 -0.616280 0.052328 0.52 -1.08 2.81
C -1.643163 0.128560 -0.333907 -0.45 -1.18 -2.34
C 4.322706 -4.455494 1.320961 -0.70 -0.68 -0.69
C 8.180626 5.464888 8.855415 0.24 0.59 0.46
C 4.768936 -2.940821 1.872408 -2.28 -0.41 -0.12
C -8.384376 2.832761 -0.130298 0.48 0.21 -0.36
C 3.378574 -2.022744 1.725307 -2.93 2.53 -0.31
C 0.068514 -1.702645 5.322334 1.00 0.24 -0.36
B 0.186401 -0.434515 4.230331 -0.81 0.26 1.12
H 5.006290 -5.311553 1.732314 -1.08 1.69 -0.83
H -2.468674 -2.714942 -6.216244 -1.65 -0.12 2.18
H 10.047222 0.197524 3.469197 -0.20 0.03 -0.13
H -2.155293 -3.018091 -4.382538 -1.94 0.31 -1.71
H 2.760675 -1.956869 4.106130 -0.66 0.73 -2.47
H 5.252895 3.371055 3.365917 0.14 -0.12 -0.24
H 0.038798 2.339078 -10.975421 0.05 -0.08 -0.25
H -12.974164 1.015309 1.357798 0.22 0.05 0.05
H -12.074264 2.487324 0.928560 -0.15 -0.12 -0.19
H 3.217526 -4.687154 1.706485 2.46 0.51 -0.97
H -5.752937 -1.753422 -2.443172 0.08 2.54 0.78
H 7.204210 5.326970 9.325069 0.14 0.26 0.21
H -3.252108 2.823127 -9.773926 0.16 0.06 0.02
H -0.091110 0.782868 -11.847251 0.07 0.17 0.08
H 8.313426 6.522318 8.612362 -0.11 -0.13 -0.02
H 9.604492 1.774500 2.777798 0.12 -0.01 0.21
H -8.191031 3.710255 0.492351 0.23 -0.06 -0.22
H -5.970128 -0.803935 -0.829527 0.74 0.64 -2.44
H 5.296948 0.468318 6.819953 0.02 0.16 0.18
H -3.400937 -0.499416 -5.536679 -0.50 -1.58 2.00
H 6.540952 1.076627 5.713797 -0.05 0.25 0.10
H 5.675304 -2.495822 1.280823 -1.85 -0.78 1.30
H 8.846005 0.460690 0.177508 0.19 -0.27 -0.15
H -1.439223 0.764216 4.419346 2.20 0.37 0.48
H 1.132104 -0.986703 -7.881050 -0.12 0.26 -0.01
H 3.511529 -1.713785 -0.736286 -1.41 0.58 2.37
H 6.773346 2.469162 10.167796 0.06 -0.20 0.16
H 6.579886 4.514882 3.634095 0.22 -0.14 -0.08
H 5.291608 2.188585 6.361082 -0.04 -0.26 -0.22
H 0.320449 0.091276 -4.478760 -1.33 -2.23 0.40
H 7.850591 1.047995 10.031482 -0.17 0.12 0.03
H -4.731877 -5.517782 -3.467692 0.05 2.50 -0.15
H -0.773438 -1.148463 -5.382726 0.76 0.16 2.23
H -1.300838 2.057282 -12.109819 0.01 -0.08 0.22
H -4.304083 -3.113563 0.623856 -1.02 -1.55 -1.48
H -11.745043 1.273574 4.234068 -0.01 0.15 -0.08
H -5.016814 -3.776608 -5.834493 1.66 -0.42 1.99
H 1.557683 0.720679 -7.534620 0.18 -0.27 0.06
H -4.797989 -1.404023 -4.532921 2.44 0.38 -0.46
H 0.966015 -1.514340 6.085959 -1.96 -0.43 -1.32
H -4.518226 1.201132 0.687502 0.86 -1.46 -0.18
H 9.144931 1.366258 4.457351 0.05 0.17 -0.15
H 6.231249 3.954195 1.980616 -0.22 0.16 0.19
H -1.844908 3.638099 -9.019124 -0.27 0.23 -0.08
H -3.584137 -4.963469 -5.502949 -1.13 2.07 0.99
H -10.878730 2.322582 5.374104 0.03 0.06 -0.16
H -0.951449 -1.719672 5.895614 2.06 -0.10 -1.04
H -11.453206 2.995705 3.830067 -0.24 -0.04 0.27
H 4.946491 -3.072784 3.023192 -0.04 0.45 -2.30
H -5.884616 -3.413046 -0.432164 2.24 -1.02 0.76
H -5.705499 -3.852974 -3.392653 2.06 -0.93 -0.15
H 7.965035 -0.860014 -0.626732 0.00 0.15 0.05
H 8.346097 2.454861 10.996737 -0.04 0.05 -0.22
H 0.493382 -1.717849 -3.977568 -1.65 1.35 -0.90
H 8.642533 -1.123058 0.992651 0.08 0.16 -0.02
H 2.470865 -0.211470 -8.745861 -0.12 0.19 -0.09
H -8.529242 3.153067 -1.164473 -0.17 0.00 0.13
H -7.528423 2.151863 -0.098116 -0.16 0.09 0.20
H -5.211517 -4.802142 0.710899 0.84 1.88 -1.65
H -3.401338 3.548550 -8.160826 0.17 -0.05 -0.01
H 8.976129 5.164948 9.544547 -0.17 -0.03 0.02
H 0.329507 -2.694013 4.750007 -0.80 1.71 1.38
H -11.891181 1.001877 -0.050564 -0.03 0.19 0.05
```
Forces are in eV/Å.